# 1
Computed, not measured: a molecular structure, C4H3BrClNS in a non-equilibrium geometry, with ωB97M-V/def2-TZVPD.

Geometry as XYZ:
```
11
Properties=species:S:1:pos:R:3:forces:R:3
C -1.29652 -0.30348 0.19457 1.646 -0.491 -3.163
C -1.63882 -1.39341 -0.57773 0.234 1.034 1.759
C -0.67309 -1.64407 -1.59226 -0.653 -0.853 0.692
C 2.70185 -0.15309 -0.66894 -1.145 -0.133 -1.747
N 0.24216 -0.73423 -1.72090 0.030 -0.886 -0.705
S 0.09858 0.39689 -0.59656 -1.466 0.687 1.440
Cl -3.02946 -2.29514 -0.10648 0.091 -0.445 -0.463
Br 3.72792 1.22765 -0.07810 0.491 0.806 0.275
H -1.82892 0.14246 0.96352 -0.751 0.663 1.338
H -0.57405 -2.63659 -2.00227 -0.128 0.168 -0.889
H 2.13356 0.26234 -1.62385 1.652 -0.551 1.463
```
Positions in Å, forces in eV/Å.

2S+1: 1
Total energy: -3641.19504 hartree
Highest occupied orbital energy (alpha / beta): -8.793 / -8.793 eV
ΔE to the lowest compared entry with this formula, charge and spin: 88.4 kcal/mol

Results of the Löwdin charge analysis, in e, for atoms 1 through 4:
1. C -0.331
2. C -0.766
3. C -0.254
4. C -0.610


# 2
Computed, not measured: a gas-phase ion, C3H6N2OP (charge +1) in a non-equilibrium geometry, with ωB97M-V/def2-TZVPD.

Geometry as XYZ:
```
13
Properties=species:S:1:pos:R:3:forces:R:3
C -0.28159 0.45240 -0.09524 -2.763 -2.618 -1.696
C 1.00008 -0.05083 -0.09748 -0.619 0.282 0.087
C -0.66497 1.86994 -0.21046 1.206 -0.040 0.217
N 3.32700 -0.53317 0.15626 0.878 -1.892 0.207
N 2.14585 -0.36035 0.00317 -0.077 -0.453 0.533
O -1.38998 -0.32945 -0.20239 2.577 2.510 0.592
P -1.76965 -1.95943 -0.27688 3.049 -1.124 -2.416
H 0.28377 2.39294 -0.23999 -0.261 0.828 -0.283
H -1.38135 2.08432 -1.01540 0.570 -0.304 0.001
H -1.17058 2.09818 0.70608 -0.311 0.378 0.725
H 3.67408 -1.58110 0.30279 -1.304 2.426 -0.502
H -2.93377 -1.70828 0.25987 -2.223 0.069 1.996
H -0.83890 -2.37518 0.70968 -0.720 -0.060 0.540
```
Positions in Å, forces in eV/Å.

2S+1: 1
SMILES string: CC(=C=[N+]=N)OP
Total charge: +1
Total energy: -643.59465 hartree
Highest occupied orbital energy (alpha / beta): -13.625 / -13.624 eV
ΔE to the lowest compared entry with this formula, charge and spin: 13.3 kcal/mol

Results of the Löwdin charge analysis, in e, for atoms 1 through 4:
1. C -0.248
2. C 0.107
3. C 0.036
4. N 0.205


# 3
Computed, not measured: 4 unconnected molecules or ions with the total composition C40H78BN7O4P in a non-equilibrium geometry, with ωB97M-V/def2-TZVPD.

Geometry as XYZ:
```
131
Properties=species:S:1:pos:R:3:forces:R:3
C 3.27447 -3.27742 -1.86197 0.299 0.706 0.275
C 2.81150 -2.10166 -1.00159 -0.823 0.147 0.222
P 0.95767 -2.16497 -0.89236 -0.438 -0.568 -0.838
C 0.53833 -3.08661 0.65110 0.979 0.493 0.071
C 0.40104 -0.40109 -0.68874 0.100 0.500 0.579
C -0.43829 0.14032 -1.65398 -0.230 -0.623 -0.234
C -0.92142 -0.68275 -2.80755 0.008 -0.146 -0.073
C 0.03300 -0.57816 -4.00824 -0.391 0.099 0.418
C -0.62456 -1.07111 -5.27982 0.676 0.202 -0.630
O -1.03087 -2.43177 -5.14948 0.011 0.300 0.853
C -2.37908 -2.63283 -5.03550 0.111 -0.593 0.100
C -2.75795 -3.54541 -3.91209 0.533 -0.439 -0.064
O -3.16093 -2.15196 -5.78622 -0.548 0.766 -0.471
C -0.84736 1.49720 -1.54673 -0.073 -0.265 0.097
C -1.75804 2.16321 -2.54272 0.723 0.361 0.421
C -3.07025 2.66973 -1.93928 0.174 0.040 0.037
O -4.08707 2.38234 -2.49884 -0.743 -0.345 -0.409
C -3.11575 3.45598 -0.67631 -0.057 0.187 0.683
C -2.29606 4.55290 -0.40694 -0.163 0.074 0.182
C -2.43642 5.25812 0.78447 -0.300 -0.166 0.286
C -3.38240 4.86757 1.74075 -0.026 -0.416 -0.551
C -4.19806 3.76950 1.48032 0.324 0.035 -0.455
C -4.06912 3.07811 0.27354 0.016 0.228 0.284
N -0.45548 2.24026 -0.54621 0.231 -0.049 -0.104
N 0.33238 1.69827 0.35855 0.609 0.302 0.668
C 0.68474 2.66724 1.44652 -0.371 1.141 0.418
N -0.33099 2.86074 2.42570 0.221 -0.532 -0.325
C -0.73889 1.67866 3.16574 -0.491 0.159 0.401
C 0.77965 0.45382 0.37988 -0.148 -1.183 -0.813
B 1.73160 -0.13740 1.53077 0.422 0.118 0.269
N 3.18178 -0.03993 1.50880 -0.524 0.461 -0.493
O 1.10892 -0.78354 2.53556 -0.084 0.656 0.295
H 3.09336 -4.21889 -1.35457 -0.015 -0.210 -0.125
H 2.76779 -3.23454 -2.82034 -0.090 -0.270 -0.117
H 4.33820 -3.14435 -2.04004 0.173 -0.308 -0.071
H 3.03382 -1.15957 -1.50343 0.185 0.100 -0.039
H 3.25368 -2.09721 -0.00868 0.246 -0.052 0.031
H -0.33474 -2.68020 1.14597 -0.204 -0.086 0.010
H 0.41681 -4.13059 0.38996 -0.316 -0.099 -0.158
H 1.38767 -3.03676 1.32891 -0.090 0.009 0.286
H -1.93281 -0.39853 -3.08691 -0.076 0.195 -0.088
H -0.97950 -1.72299 -2.51465 0.058 -0.160 0.114
H 0.33243 0.46581 -4.12004 0.045 0.066 -0.306
H 0.93740 -1.14634 -3.79612 0.094 -0.115 0.051
H 0.11170 -1.02648 -6.07981 -0.040 -0.030 -0.162
H -1.45358 -0.42682 -5.56255 -0.257 -0.120 -0.048
H -3.60001 -4.15737 -4.20718 -0.185 -0.006 0.017
H -3.02144 -2.96111 -3.03529 -0.128 0.150 0.052
H -1.91052 -4.17242 -3.64827 0.013 -0.108 0.069
H -1.19759 3.00798 -2.94797 -0.080 0.182 -0.046
H -1.98776 1.50233 -3.36273 -0.208 0.030 -0.156
H -1.56905 4.87878 -1.13606 0.118 0.007 -0.042
H -1.82255 6.11785 1.00652 0.126 0.090 -0.188
H -3.50505 5.40832 2.66579 0.109 0.140 0.065
H -4.94902 3.45133 2.18631 -0.074 0.004 0.112
H -4.73422 2.24684 0.08940 0.041 -0.088 -0.192
H 0.81459 3.63245 0.96805 0.104 -0.058 -0.399
H 1.65123 2.40929 1.87263 -0.069 -0.508 0.119
H -1.12986 3.31345 1.99589 -0.024 0.135 0.064
H -1.04951 0.83112 2.55192 0.077 -0.110 -0.143
H 0.02537 1.35373 3.86479 0.271 -0.031 -0.094
H -1.59543 1.94993 3.77644 -0.115 0.054 0.037
H 3.55292 0.73586 2.04790 0.245 -0.301 0.250
H 3.55882 0.02611 0.57076 0.149 0.208 0.047
H 1.73008 -0.94175 3.26153 -0.046 -0.391 0.024
C -7.49746 1.34086 -0.46315 0.047 -0.048 -0.010
C -7.73790 0.61983 0.85499 -0.041 -0.034 -0.174
N -8.46961 1.41801 1.81888 0.072 0.075 0.173
C -8.46659 0.84916 3.15620 0.098 -0.059 0.178
C -9.16482 -0.49882 3.37375 -0.043 0.024 0.073
C -9.74307 1.94886 1.35863 -0.135 0.127 -0.204
C -10.80705 0.95369 0.87730 -0.074 0.068 0.042
H -6.99622 2.29581 -0.29787 -0.077 0.049 -0.008
H -6.86207 0.73022 -1.10719 0.002 0.009 -0.011
H -8.42183 1.52834 -1.00881 -0.001 0.007 0.007
H -6.76385 0.37926 1.29425 -0.050 -0.027 0.112
H -8.22662 -0.34440 0.64433 0.036 -0.017 -0.016
H -8.89350 1.58346 3.84431 -0.056 0.043 -0.075
H -7.42001 0.74218 3.46248 0.027 -0.008 -0.094
H -10.24886 -0.39950 3.37587 -0.009 -0.019 -0.063
H -8.88025 -0.90662 4.34561 0.016 0.013 -0.002
H -8.88787 -1.23362 2.61732 0.008 0.010 -0.016
H -9.54070 2.64976 0.54518 0.066 -0.046 -0.012
H -10.16289 2.56687 2.15552 0.064 -0.071 0.098
H -10.38747 0.17943 0.23358 0.024 0.004 0.001
H -11.56438 1.48295 0.29629 0.009 0.008 -0.002
H -11.32250 0.46996 1.70507 0.048 -0.080 -0.010
C 4.71944 -0.66032 5.15989 0.027 0.043 -0.059
C 4.04121 0.68865 5.35027 0.193 -0.079 0.082
N 2.99040 0.67090 6.34932 -0.227 -0.011 -0.124
C 2.16922 1.86945 6.33455 -0.151 0.157 -0.107
C 2.82413 3.20959 6.68852 -0.055 0.023 0.029
C 3.37845 0.18035 7.66382 0.155 -0.207 0.168
C 4.51746 0.90347 8.39313 -0.061 -0.011 0.077
H 3.98963 -1.43771 4.92576 -0.015 -0.024 0.058
H 5.43034 -0.60286 4.33435 -0.004 -0.003 0.000
H 5.27622 -0.96694 6.04447 -0.015 -0.011 0.005
H 3.58511 0.97849 4.39463 -0.078 0.110 0.063
H 4.81332 1.44371 5.56243 0.017 0.005 -0.067
H 1.31017 1.71465 6.99245 0.058 -0.103 0.051
H 1.74692 1.95260 5.32513 0.064 0.005 -0.027
H 2.99913 3.30505 7.75837 0.069 -0.022 0.001
H 2.16255 4.02859 6.39967 -0.010 -0.019 -0.011
H 3.77193 3.35656 6.16989 0.011 -0.013 -0.002
H 3.65271 -0.87215 7.56217 0.015 0.019 -0.081
H 2.49076 0.17225 8.29986 -0.062 0.102 -0.079
H 5.35760 1.12388 7.73318 -0.004 -0.007 -0.018
H 4.89484 0.26940 9.19681 -0.006 -0.008 -0.007
H 4.18752 1.83408 8.85124 0.037 0.053 -0.068
C 4.41434 -2.03485 -6.20809 -0.019 -0.045 -0.014
C 5.90251 -1.77656 -6.02347 -0.075 -0.033 -0.153
N 6.52356 -2.62717 -5.02516 0.034 -0.002 0.292
C 7.86507 -2.19630 -4.66278 0.139 0.176 0.096
C 8.95736 -2.23683 -5.73809 0.053 -0.050 0.048
C 6.35761 -4.05978 -5.21681 -0.212 -0.191 -0.156
C 6.85893 -4.66839 -6.53312 0.004 -0.127 0.059
H 3.87886 -1.94346 -5.25989 0.040 -0.045 0.027
H 3.99846 -1.30558 -6.90467 0.015 0.005 -0.007
H 4.21785 -3.02475 -6.62102 -0.019 -0.001 0.016
H 6.02516 -0.73877 -5.70157 0.139 -0.024 0.044
H 6.39511 -1.85666 -7.00421 -0.038 0.047 -0.030
H 8.19492 -2.78368 -3.80160 -0.063 -0.081 -0.027
H 7.78830 -1.16693 -4.29713 -0.082 0.012 -0.054
H 9.29617 -3.25207 -5.93648 -0.031 -0.007 -0.053
H 9.82687 -1.67163 -5.39801 -0.016 0.013 0.013
H 8.62765 -1.79393 -6.67801 -0.017 0.005 0.001
H 5.29401 -4.29584 -5.11882 -0.022 0.104 -0.041
H 6.82841 -4.58224 -4.38059 0.113 0.148 0.038
H 6.58558 -4.06352 -7.39841 -0.007 0.021 0.010
H 6.41214 -5.65460 -6.67267 -0.009 0.006 0.004
H 7.93824 -4.80646 -6.53710 0.016 0.077 -0.056
```
Positions in Å, forces in eV/Å.

2S+1: 1
Total charge: +1
Total energy: -2621.18581 hartree
Highest occupied orbital energy: -9.604 eV

Results of the Löwdin charge analysis, in e, for atoms 1 through 4:
1. C -0.151
2. C -0.412
3. P 1.036
4. C -0.245